Record 1
124
Properties=species:S:1:pos:R:3:forces:R:3:mulliken_charge:R:1 method="wB97M-V/def2-TZVPD" smiles="O=[N+]([O-])c1ccccc1.O=[N+]([O-])c1ccccc1.O=[N+]([O-])c1ccccc1.O=[N+]([O-])c1ccccc1.O=[N+]([O-])c1ccccc1.O=[N+]([O-])c1ccccc1.ClCCCl.ClCCCl.ClCCCl.ClCCCl.ClCCCl" homo_energy_ev=-9.76 orbital_gap_ha=0.324 lumo_ev=-0.952 charge=0 energy_ha=-7615.6659
Cl -0.35389 -5.52622 3.17210 0.0 -0.1 -0.1 -0.189
C 1.05676 -5.48101 2.09039 0.1 -0.7 -0.3 -0.237
C 1.94826 -4.31325 2.35447 0.5 0.2 -0.4 -0.383
Cl 1.17048 -2.72322 2.10393 -0.1 -0.1 0.1 0.076
H 0.73739 -5.56986 1.05209 -0.4 0.5 0.1 0.054
H 1.63444 -6.39640 2.23503 0.0 0.1 0.4 0.433
H 2.75594 -4.34115 1.62222 0.1 0.0 0.1 -0.054
H 2.37596 -4.31720 3.35213 -0.1 0.0 0.1 0.305
Cl -4.90792 -0.28283 -4.45049 -0.1 -0.1 0.0 -0.221
C -3.24316 -0.41013 -3.85726 0.6 0.5 0.6 0.838
C -2.32520 -1.14667 -4.79304 0.3 -0.4 -0.4 -0.220
Cl -2.45497 -0.52431 -6.46962 0.2 0.1 0.1 -0.205
H -3.28362 -0.82149 -2.84774 0.0 -0.6 -0.2 -0.130
H -2.77996 0.56305 -3.66709 -0.6 0.3 -0.5 -0.346
H -2.48330 -2.21658 -4.89350 -0.3 0.0 0.3 0.342
H -1.29196 -1.00219 -4.48355 0.0 0.1 0.1 0.011
Cl -1.74242 0.14888 -0.56420 -0.5 0.0 0.2 0.255
C -0.43557 -0.49874 0.46288 -0.1 -0.2 -0.9 -0.221
C 0.17600 0.53499 1.32454 0.3 0.4 1.2 0.912
Cl 0.95417 1.82125 0.38070 0.2 0.0 0.1 0.114
H 0.27413 -0.84346 -0.28451 0.2 -0.3 0.3 -0.418
H -0.81328 -1.33660 1.04026 -0.2 0.0 0.0 0.109
H 0.90003 0.07879 2.00076 0.4 -0.1 -0.4 -0.423
H -0.49160 1.02095 2.03084 -0.5 0.0 -0.4 -0.150
Cl 1.71061 0.93110 4.35425 -0.1 0.1 0.2 0.028
C 2.78910 -0.33468 5.05062 -0.9 0.3 -0.1 -0.444
C 1.90480 -1.43145 5.57644 0.3 -0.6 -0.3 -0.031
Cl 2.94499 -2.79513 6.10142 0.2 -0.1 0.2 -0.227
H 3.32590 0.12839 5.86891 0.5 0.0 -0.3 0.402
H 3.35311 -0.66783 4.18910 0.5 -0.1 0.3 0.096
H 1.31673 -1.85645 4.76935 -0.4 0.2 0.1 -0.169
H 1.31864 -1.12459 6.43381 -0.2 0.1 -0.1 0.393
Cl 6.48200 3.16591 -0.91407 -0.1 0.2 0.0 -0.202
C 6.12805 2.30990 0.59521 0.3 -1.1 0.3 -0.492
C 4.81747 1.55026 0.49567 0.2 0.3 -0.4 -0.142
Cl 4.50396 0.77916 2.06331 -0.2 0.0 0.2 -0.171
H 6.12966 2.95651 1.46807 -0.1 0.4 -0.3 0.343
H 6.93096 1.58882 0.74480 0.1 0.1 0.0 0.321
H 4.84626 0.73586 -0.22272 0.2 0.1 -0.2 0.238
H 4.03368 2.24673 0.20505 -0.3 -0.2 0.4 0.093
C -5.22847 2.07346 -2.13953 0.0 -0.5 0.4 -0.732
C -5.13273 2.82422 -3.29917 0.5 -0.4 -0.4 -0.761
C -3.97831 3.54559 -3.53877 -0.2 0.5 -0.2 -0.375
C -3.05734 3.70705 -2.51578 -0.6 0.3 0.0 0.339
C -3.24279 3.09112 -1.29581 1.3 -0.8 0.2 -0.824
C -4.25699 2.16249 -1.15101 -0.5 0.4 -0.3 -0.171
N -1.94536 4.65740 -2.69314 -0.5 -0.5 -0.1 1.088
O -1.99078 5.37996 -3.66911 0.3 0.1 0.1 -0.639
O -1.07225 4.64965 -1.85179 0.3 0.3 0.0 -0.513
H -5.98620 1.30614 -2.03290 -0.2 0.3 0.0 0.444
H -5.85285 2.73985 -4.09997 -0.1 -0.1 0.1 0.353
H -3.82162 3.97878 -4.51575 0.1 0.3 0.1 0.466
H -2.45205 3.13119 -0.55584 -0.2 0.3 0.1 0.649
H -4.30373 1.51930 -0.28668 0.0 0.2 0.1 0.632
C 2.15955 5.65050 -4.40848 -0.2 0.2 -0.2 -0.502
C 2.60140 4.88263 -3.34483 -0.1 -0.2 0.2 -0.580
C 1.98139 3.67457 -3.06385 -0.1 0.0 0.6 -0.624
C 0.91018 3.27984 -3.83243 0.1 -0.1 -1.0 0.013
C 0.45028 4.03726 -4.89875 -0.3 0.1 0.1 -0.261
C 1.07287 5.23825 -5.17171 0.1 0.1 0.2 -0.477
N 0.29736 1.96053 -3.62675 0.2 0.1 1.0 1.323
O -0.41089 1.51049 -4.49725 -0.3 -0.1 -0.4 -0.650
O 0.53391 1.39248 -2.57300 0.1 0.0 -0.4 -0.448
H 2.59823 6.61441 -4.63271 0.2 -0.1 0.1 0.380
H 3.38711 5.21910 -2.68668 0.2 0.1 -0.1 0.445
H 2.24550 3.08509 -2.19643 0.2 -0.1 -0.1 0.491
H -0.44600 3.75495 -5.43334 0.2 -0.2 -0.1 0.510
H 0.67454 5.88461 -5.94169 0.1 -0.1 -0.1 0.397
C -4.13457 -3.70047 3.30629 0.1 -0.1 -0.6 -0.664
C -2.97657 -3.00990 3.65482 -0.8 -0.4 0.3 -0.086
C -2.92359 -1.63532 3.48519 0.6 -0.6 -0.1 -0.616
C -3.93196 -1.03561 2.75030 -0.1 0.1 0.3 0.271
C -5.05534 -1.71767 2.33132 -0.8 -0.3 0.4 -0.689
C -5.18334 -3.06404 2.64923 0.6 -0.1 0.1 -0.499
N -3.83099 0.39816 2.44697 -0.2 -0.1 0.1 1.092
O -2.75966 0.91574 2.66649 0.2 0.4 0.0 -0.552
O -4.80337 0.96757 1.99133 0.1 -0.1 0.0 -0.650
H -4.20170 -4.76377 3.50829 0.0 0.0 0.0 0.437
H -2.18727 -3.59665 4.10346 0.2 0.4 0.2 0.438
H -2.10008 -1.10888 3.94578 0.0 0.4 -0.4 0.523
H -5.90662 -1.19169 1.92234 0.3 0.1 -0.4 0.509
H -6.04558 -3.64935 2.36050 -0.1 0.2 0.0 0.404
C -2.42342 -4.98787 -0.07031 -0.4 -0.2 -0.1 -0.423
C -1.86862 -6.11522 -0.65773 0.4 0.3 -0.3 -0.720
C -1.02272 -5.95208 -1.74871 -0.3 -0.7 -0.5 -0.567
C -0.90751 -4.71394 -2.35149 0.4 0.0 0.9 -0.462
C -1.37607 -3.58926 -1.71039 -1.1 1.1 -0.4 0.348
C -2.15858 -3.71583 -0.57649 -0.1 -0.9 0.6 -0.292
N -0.23147 -4.58818 -3.63914 0.4 0.1 0.0 1.101
O 0.18532 -5.60461 -4.15223 0.0 0.0 -0.1 -0.644
O -0.11740 -3.47051 -4.11189 0.0 -0.2 0.0 -0.548
H -3.14731 -5.10600 0.72790 0.2 0.1 0.1 0.352
H -2.11202 -7.12289 -0.35074 0.1 0.1 0.3 0.445
H -0.54829 -6.81529 -2.19686 -0.1 0.1 -0.1 0.524
H -1.33253 -2.61337 -2.18050 0.4 -0.1 0.0 0.360
H -2.65658 -2.90173 -0.06558 0.3 0.4 -0.3 0.535
C 2.70041 -2.36642 -2.38539 0.2 -0.2 0.2 -0.644
C 3.45676 -3.42082 -2.89826 -1.3 0.3 0.3 -0.626
C 4.48059 -3.98662 -2.15557 0.0 -0.1 -1.0 -0.509
C 4.74320 -3.49646 -0.89305 -0.1 -0.2 -0.1 -0.450
C 3.94229 -2.52269 -0.33441 0.1 0.8 0.3 -0.134
C 2.96971 -1.91617 -1.10250 -0.5 -0.1 0.0 -0.566
N 5.83448 -4.08039 -0.10619 -0.2 -0.4 0.5 1.066
O 6.09048 -3.55090 0.95966 0.1 0.0 -0.1 -0.602
O 6.36646 -5.09135 -0.52038 0.0 0.2 -0.2 -0.613
H 1.87987 -1.95132 -2.95633 0.0 0.0 -0.1 0.666
H 3.05654 -3.85162 -3.80842 0.7 -0.1 -0.2 0.451
H 5.04604 -4.76565 -2.64630 0.2 -0.1 0.5 0.479
H 4.04798 -2.14188 0.67273 0.4 -0.3 0.1 0.911
H 2.37473 -1.14321 -0.63234 0.0 0.1 -0.2 0.478
C 0.48933 6.23704 2.40702 -0.3 -0.5 -0.8 -0.675
C 0.15665 4.89402 2.25321 -0.6 0.4 0.2 -0.687
C -0.08329 4.12944 3.37940 -0.1 -0.5 -0.1 0.325
C 0.02435 4.71387 4.61802 1.3 -0.1 0.0 0.235
C 0.46830 6.01394 4.78766 -0.8 -0.2 0.4 -0.491
C 0.62501 6.79865 3.66011 0.4 0.3 0.2 -0.506
N -0.05636 3.83467 5.79417 -0.8 0.3 0.1 0.938
O 0.96959 3.53016 6.34998 0.4 0.0 0.2 -0.530
O -1.17163 3.48796 6.13865 0.1 -0.1 -0.1 -0.578
H 0.60468 6.80131 1.48927 0.1 0.3 0.2 0.444
H -0.06594 4.48223 1.27908 0.4 -0.1 -0.1 0.429
H -0.29223 3.06897 3.31324 -0.2 0.0 -0.1 0.230
H 0.57093 6.38708 5.79873 0.2 0.2 -0.1 0.407
H 0.88229 7.84487 3.76267 0.0 0.0 0.0 0.368

=====

Record 2
119
Properties=species:S:1:pos:R:3:forces:R:3:lowdin_spin:R:1 method="wB97M-V/def2-TZVPD" homo_energy_ev="-11.43 / -12.57" orbital_gap_ha="0.229 / 0.113" lumo_ev="-5.194 / -9.491" multiplicity=5 e_above_lowest_ev=1.8431 charge=+2 energy_ha=-4448.5913
Os -1.83088 0.21779 0.78278 0.0 -0.2 -0.4 1.842
O -3.25514 3.71458 2.24307 -0.1 0.7 0.3 0.031
C -2.67133 2.87834 1.62695 -0.2 -1.7 0.6 0.014
O -2.58017 1.59028 2.04898 0.1 1.5 -0.5 0.125
C -2.03312 3.18941 0.31003 1.0 -0.2 -0.6 0.004
C -1.87808 4.49352 -0.12294 -1.6 -0.5 0.9 -0.001
C -1.25096 4.73378 -1.30698 1.9 -0.6 -0.8 0.002
C -0.69554 3.66761 -2.06263 -1.1 -0.4 0.5 -0.001
C -1.00043 2.35788 -1.60044 1.2 2.8 0.1 0.004
N -1.53243 2.16502 -0.39064 -0.6 -1.4 0.0 0.008
H -2.38319 5.23645 0.49082 0.4 0.2 -0.2 0.000
H -1.01746 5.75138 -1.51371 0.0 0.6 -0.7 0.000
H -0.08952 3.80450 -2.99571 -0.9 0.0 1.1 0.000
H -0.61900 1.57802 -2.21178 -0.1 -1.1 0.1 0.000
F 0.99621 -2.92131 7.53320 0.1 -0.5 0.3 0.000
C 0.76860 -1.62542 7.41612 -1.4 0.3 -0.6 0.001
F -0.60265 -1.43347 7.64525 1.3 -0.2 -0.3 0.001
F 1.38220 -0.98188 8.39225 0.4 0.2 -0.2 0.000
C 1.05926 -1.16453 5.97855 -0.4 1.1 1.6 0.007
C 0.89691 -2.07113 4.97248 -0.1 0.3 -1.1 -0.001
C 0.76696 -1.62642 3.65627 0.0 -0.1 -0.3 0.007
C 0.91316 -0.26964 3.36163 0.1 -0.3 -0.5 0.007
C 1.18646 0.59777 4.40498 1.3 1.7 -0.4 0.007
C 1.23445 0.19816 5.71676 -0.3 -1.7 -0.3 -0.001
P 0.61553 0.45415 1.67849 -0.9 -0.7 -0.2 0.096
C 1.02714 2.20493 1.84724 0.6 -0.4 -0.8 0.009
C 2.02337 2.76851 1.03697 -1.6 1.3 2.0 0.008
C 2.22068 4.13480 1.19738 0.0 0.4 -0.5 -0.001
C 1.50254 4.86572 2.14732 -0.9 -1.1 0.3 0.007
C 0.45351 4.30230 2.89219 1.6 0.2 -0.3 -0.001
C 0.25211 2.96222 2.72129 0.2 -0.5 -0.6 0.006
C 1.72108 6.31452 2.30634 0.4 0.3 0.5 0.001
F 0.85915 6.87934 3.15669 -0.1 0.1 0.1 0.000
F 2.95183 6.61835 2.74567 0.1 -0.1 -0.2 0.000
F 1.53857 6.87323 1.12453 0.1 1.1 -1.1 0.001
C 1.79984 -0.29153 0.47858 0.4 -0.2 1.4 0.018
C 1.66763 -0.21939 -0.87592 -1.9 1.2 -1.1 0.010
C 2.59425 -0.79953 -1.73418 -1.2 1.3 0.2 0.011
C 3.59875 -1.52316 -1.20173 1.5 -1.4 0.8 0.006
C 3.71496 -1.72342 0.19757 -0.6 0.3 -1.3 0.001
C 2.84810 -1.04417 1.01424 -0.6 0.5 0.3 0.007
C 4.65787 -2.07305 -2.14623 0.4 0.1 1.7 0.001
F 4.20879 -2.80313 -3.12855 -1.1 -0.7 -1.4 0.000
F 5.52758 -2.86546 -1.48873 0.2 0.6 -0.1 0.000
F 5.30613 -1.03627 -2.71746 0.4 0.1 0.0 0.000
H 0.85648 -3.10038 5.21969 -0.3 -0.8 0.0 0.000
H 0.55211 -2.34858 2.86762 0.1 0.1 0.1 0.000
H 1.48060 1.62864 4.12707 -0.4 -0.7 0.6 0.000
H 1.39044 0.84204 6.53661 0.2 0.9 0.6 0.000
H 2.58522 2.17367 0.38901 0.8 -0.6 -1.0 0.000
H 2.86851 4.65972 0.49482 0.2 0.0 0.5 0.000
H -0.05443 4.90735 3.62320 -0.3 -0.1 0.0 0.000
H -0.47262 2.41174 3.25236 -1.0 -0.2 0.8 0.000
H 0.77149 0.34564 -1.26016 1.1 -0.7 0.2 0.003
H 2.51728 -0.58472 -2.78378 0.1 -0.3 -0.4 0.014
H 4.40505 -2.43210 0.57830 0.8 -0.2 0.3 0.000
H 2.87787 -0.99829 2.09244 0.6 -0.7 0.1 0.000
S 0.73362 0.43746 -4.70828 -0.9 -0.5 0.2 0.741
C 2.13515 1.00658 -5.48709 3.4 -1.0 -1.2 0.084
N 2.35627 2.29748 -5.67864 1.5 -2.3 -0.5 0.032
C 3.69676 2.81572 -6.13484 -1.9 0.8 -1.1 0.004
C 4.75390 1.83187 -5.77150 1.4 -1.4 0.6 0.003
C 4.45196 0.45554 -6.41310 -1.2 1.5 0.5 0.009
N 3.11733 0.10193 -5.83274 -0.7 2.6 -0.2 0.081
H 1.58341 2.83210 -5.43414 -1.1 1.8 0.4 0.001
H 3.79249 3.71189 -5.54191 0.3 0.5 -0.2 0.002
H 3.58385 3.07162 -7.25749 0.5 -0.4 1.8 0.002
H 4.82430 1.67056 -4.64949 -0.1 0.4 -1.2 0.000
H 5.74220 2.16097 -6.13212 -0.4 0.1 0.2 0.001
H 5.17316 -0.31721 -6.15074 -0.2 0.1 -0.1 0.000
H 4.35717 0.61139 -7.50379 0.1 -0.5 0.4 0.006
H 2.89793 -0.84340 -5.79208 -0.7 -1.9 0.3 0.000
C -5.21366 -0.84536 2.95381 0.5 -0.3 1.3 0.000
O -4.24580 -1.48974 2.07268 -2.2 0.1 0.3 0.004
P -2.70229 -1.42085 2.19503 1.6 0.7 0.1 0.011
O -2.25605 -2.90230 1.94455 0.2 -0.4 -0.2 0.000
C -2.78627 -3.99956 2.74268 0.2 0.4 -0.2 0.000
O -2.45199 -1.31128 3.74516 0.3 0.0 0.8 -0.004
C -2.26497 -0.17728 4.61085 1.2 -0.1 1.3 0.000
H -5.38019 0.18264 2.62975 0.1 -0.1 0.0 0.000
H -4.84416 -0.87513 4.03990 -0.5 0.1 -1.7 0.000
H -6.14399 -1.41802 2.89300 0.3 0.1 -0.1 0.000
H -3.61843 -3.63569 3.33015 -0.5 -0.2 -0.1 0.000
H -2.02329 -4.29584 3.46257 0.1 -0.2 -0.3 0.000
H -3.05493 -4.76582 2.00935 0.0 0.0 0.6 0.000
H -2.55887 -0.49264 5.64709 0.2 0.1 -1.0 0.000
H -2.94330 0.61751 4.30087 0.6 0.3 0.0 0.000
H -1.12794 0.06997 4.69596 -2.4 -0.1 -0.5 0.000
C -0.37518 -3.81409 -4.44106 -0.3 -2.0 -0.1 -0.003
C -0.38732 -3.33705 -3.01370 -0.5 -0.7 0.6 0.001
C 0.40367 -3.94932 -2.04297 -1.1 0.2 -0.4 0.074
C 0.25890 -3.62945 -0.69592 1.0 -0.1 -0.6 -0.001
C 0.99795 -4.41256 0.33014 0.4 -0.5 0.9 -0.004
C -0.48808 -2.54945 -0.33787 -1.7 0.6 -1.2 0.070
C -1.37174 -1.91374 -1.26913 1.2 -0.7 0.0 0.022
C -1.31431 -2.39587 -2.59758 -0.1 1.9 -0.7 0.067
N -2.22326 -0.88877 -0.84711 0.7 0.0 -0.1 0.399
C -3.51055 -0.69395 -1.56423 -1.4 -2.2 0.2 0.034
C -3.41888 -0.10280 -2.97861 -0.7 -0.5 0.0 0.014
C -4.40726 0.20740 -0.68873 -0.8 -2.2 0.8 0.043
C -4.19208 -2.13070 -1.61242 -0.5 -0.1 1.1 0.018
H -1.36541 -4.11773 -4.88916 0.8 1.2 0.5 -0.001
H 0.15598 -4.78012 -4.56540 0.1 0.5 0.5 0.000
H 0.20409 -3.14377 -5.02909 0.0 0.8 -1.0 -0.001
H 0.97211 -4.77855 -2.37932 0.7 -0.7 0.1 0.004
H 2.06726 -4.17673 0.28750 -0.1 0.0 0.1 -0.001
H 0.92162 -5.49484 0.13205 -0.1 0.4 0.2 -0.001
H 0.64597 -4.21576 1.37482 0.2 -0.1 -0.9 0.000
H -0.55243 -2.32535 0.68990 -0.1 0.4 0.8 0.009
H -1.88875 -1.86287 -3.38515 0.4 -0.8 0.8 0.002
H -2.65563 0.62120 -2.86914 0.7 1.2 -0.6 0.000
H -4.38941 0.37439 -3.15232 0.3 0.1 -0.2 0.002
H -3.21013 -0.76023 -3.85595 -0.2 0.3 1.0 0.000
H -4.30899 1.23636 -0.89612 0.3 1.3 -0.1 0.001
H -4.21794 -0.05478 0.40625 -0.5 0.6 -1.5 0.016
H -5.47173 -0.07690 -0.90166 0.8 0.3 0.2 0.005
H -3.52816 -2.86045 -2.10312 -0.5 0.3 0.2 0.001
H -5.19517 -2.16126 -2.12082 1.0 0.4 0.4 0.002
H -4.37028 -2.48178 -0.53366 0.3 0.4 -1.5 0.000